This record from the Open Molecules 2025 dataset describes a cluster of 2 separate species, C6H19OPSi2 in total at a distorted geometry. The level of theory is ωB97M-V with the def2-TZVPD basis set.

Last column: natural (NBO) charge in e.
CARTESIAN COORDINATES (ANGSTROEM)
C -1.68 -1.28 -1.82  -1.102
Si -2.40 -0.45 -0.26  1.101
C -1.82 -1.46 1.32  -1.027
C -4.24 -0.16 -0.56  -1.089
P -1.63 1.60 -0.77  0.955
O -1.05 2.15 0.45  -0.999
H -0.88 -0.85 -2.41  0.242
H -1.23 -2.25 -1.43  0.247
H -2.54 -1.30 -2.42  0.230
H -1.73 -0.70 2.17  0.247
H -2.57 -2.10 1.59  0.228
H -0.83 -1.88 1.13  0.240
H -4.49 0.90 -0.66  0.243
H -4.33 -0.74 -1.46  0.235
H -4.97 -0.53 0.15  0.252
C 1.78 1.06 -1.33  -1.072
Si 2.59 0.17 0.20  1.332
C 4.44 0.69 0.72  -1.061
C 1.52 0.43 1.69  -1.147
H 1.41 2.12 -1.18  0.252
H 2.57 1.12 -2.02  0.230
H 1.03 0.42 -1.75  0.223
H 2.96 -1.28 0.01  -0.195
H 5.08 0.96 -0.20  0.232
H 4.31 1.68 1.18  0.218
H 4.86 0.10 1.53  0.237
H 1.91 1.16 2.47  0.250
H 0.55 0.89 1.56  0.270
H 1.39 -0.49 2.11  0.229

The energy above the lowest of the compared OMol25 structures with the same formula, charge and spin is 0.0 kcal per mole. The HOMO energy is -8.06 eV. As for the SMILES: C[Si](C)(C)P=O.C[SiH](C)C. The gap between HOMO and LUMO is 0.2756 Ha. Its total charge is 0. For the molar mass, the calculation gives 194.36 g mol⁻¹.

This record from the Open Molecules 2025 dataset describes a structure of composition C53H46N6OP2PdS2Se at a distorted geometry. The level of theory is ωB97M-V with the def2-TZVPD basis set.

Last column: Löwdin charge in e.
CARTESIAN COORDINATES (ANGSTROEM)
Pd -0.61 -0.69 1.31  0.513
C 3.60 4.86 -0.06  0.000
C 3.07 3.89 -1.01  -0.229
N 1.93 3.28 -0.80  0.085
N 1.17 3.63 0.22  -0.019
C 0.00 3.03 0.48  -1.013
S -0.72 1.60 -0.15  0.713
S -1.13 3.89 1.57  1.020
C -2.75 3.98 0.61  -0.345
C -2.54 4.85 -0.58  -0.288
C -2.99 4.42 -1.87  -0.024
C -2.86 5.28 -2.90  -0.076
C -2.24 6.53 -2.74  -0.085
C -1.61 6.81 -1.59  -0.078
C -1.74 5.98 -0.48  -0.069
C 3.94 3.49 -2.16  -0.095
C 4.04 4.21 -3.31  -0.020
C 5.03 3.97 -4.26  -0.034
C 6.02 3.03 -4.01  -0.062
C 5.94 2.20 -2.90  0.064
C 4.79 2.30 -1.90  -0.337
O 4.53 1.46 -1.03  0.062
H 3.69 5.86 -0.49  0.107
H 4.60 4.61 0.35  0.121
H 2.86 5.02 0.71  0.066
H -3.53 4.28 1.35  0.115
H -2.96 2.94 0.39  0.024
H -3.44 3.46 -2.04  0.083
H -3.40 5.12 -3.84  0.120
H -2.33 7.24 -3.58  0.127
H -1.13 7.79 -1.59  0.121
H -1.31 6.25 0.46  0.090
H 3.28 4.98 -3.51  0.137
H 5.05 4.57 -5.13  0.113
H 6.83 2.85 -4.69  0.116
H 6.57 1.30 -2.75  0.131
C 0.09 -3.89 -0.22  -0.214
N -1.24 -4.03 0.30  -0.230
C -2.35 -3.29 -0.35  -0.211
P -2.39 -1.43 0.06  0.929
C -3.94 -1.17 0.95  -0.382
C -5.14 -1.12 0.17  -0.083
C -6.33 -0.75 0.81  -0.061
C -6.33 -0.41 2.16  -0.056
C -5.11 -0.33 2.87  -0.067
C -3.94 -0.75 2.28  -0.124
C -2.55 -0.59 -1.59  -0.387
C -3.49 0.44 -1.84  -0.146
C -3.76 0.84 -3.16  -0.081
C -3.12 0.23 -4.23  -0.084
C -2.13 -0.68 -4.01  -0.081
C -1.81 -1.10 -2.72  -0.087
C -1.46 -4.67 1.52  -0.272
C -1.75 -4.03 2.74  -0.052
C -1.83 -4.80 3.92  -0.082
C -1.73 -6.20 3.91  -0.079
C -1.41 -6.82 2.74  -0.077
C -1.24 -6.07 1.57  0.005
P 0.77 -2.03 0.05  1.026
C 1.46 -1.70 -1.61  -0.390
C 2.08 -2.83 -2.19  -0.109
C 2.53 -2.75 -3.53  -0.040
C 2.48 -1.50 -4.22  -0.073
C 2.07 -0.36 -3.56  -0.078
C 1.53 -0.44 -2.25  -0.087
C 2.23 -2.59 1.03  -0.387
C 3.50 -2.23 0.64  -0.080
C 4.59 -2.51 1.49  -0.037
C 4.35 -3.23 2.70  -0.044
C 3.02 -3.50 3.06  -0.077
C 1.95 -3.28 2.21  -0.111
H 0.07 -4.05 -1.32  0.097
H 0.82 -4.59 0.18  0.100
H -3.31 -3.69 0.01  0.112
H -2.30 -3.47 -1.44  0.101
H -5.00 -1.29 -0.91  0.110
H -7.26 -0.72 0.21  0.124
H -7.26 -0.19 2.69  0.124
H -5.06 -0.03 3.91  0.114
H -3.01 -0.76 2.84  0.069
H -4.06 0.88 -0.95  0.126
H -4.56 1.63 -3.40  0.139
H -3.41 0.53 -5.26  0.130
H -1.62 -1.19 -4.87  0.134
H -1.07 -1.89 -2.61  0.086
H -1.76 -2.95 2.80  0.039
H -1.95 -4.27 4.88  0.065
H -1.85 -6.84 4.79  0.119
H -1.36 -7.90 2.81  0.112
H -0.94 -6.57 0.67  0.112
H 2.18 -3.76 -1.64  0.102
H 2.76 -3.65 -4.10  0.110
H 2.83 -1.50 -5.29  0.129
H 2.14 0.64 -4.02  0.116
H 1.22 0.45 -1.70  0.047
H 3.78 -1.68 -0.25  0.104
H 5.58 -2.18 1.22  0.103
H 5.23 -3.65 3.23  0.125
H 2.82 -3.93 4.02  0.103
H 0.92 -3.50 2.54  0.096
Se -0.12 -2.30 6.04  1.156
N 1.28 -1.15 6.21  -0.221
C 1.31 -0.30 5.18  -0.344
C 2.22 0.77 5.04  0.039
C 2.17 1.42 3.81  -0.008
C 1.55 0.85 2.66  -0.096
N 0.63 -0.08 2.78  -0.080
C 0.40 -0.70 4.01  -0.404
N -0.39 -1.74 4.23  -0.186
H 2.81 1.05 5.87  0.119
H 2.63 2.41 3.68  0.127
H 1.73 1.19 1.63  0.105

The HOMO energy (spin up / spin down) is -12.05 / -12.30 eV. The expectation value of S² is 6.126. As for the spin multiplicity: 5. The gap between HOMO and LUMO (spin up / spin down) is 0.2120 / 0.1477 Ha. Its total charge is +2. For the molar mass, the calculation gives 1094.45 g mol⁻¹.

This record from the Open Molecules 2025 dataset describes a structure of composition C10H10BClCoF4 at a distorted geometry. The level of theory is ωB97M-V with the def2-TZVPD basis set.

Last column: Löwdin charge in e.
CARTESIAN COORDINATES (ANGSTROEM)
C 0.95 -2.16 0.64  -0.176
C 1.04 -2.02 -0.78  -0.184
C -0.29 -1.78 -1.29  -0.198
H 1.97 -2.00 -1.34  0.111
C -1.20 -1.79 -0.16  -0.185
C -0.43 -2.08 1.01  -0.156
H -0.76 -2.22 2.03  0.124
H 1.78 -2.32 1.31  0.119
H -0.57 -1.63 -2.33  0.113
H -2.28 -1.75 -0.19  0.118
Co 0.18 -0.47 0.05  0.312
Cl 0.56 1.65 -0.37  -0.021
C 0.12 2.81 -4.42  -0.111
C -1.11 2.17 -4.78  -0.064
C -0.80 0.94 -5.43  -0.121
H -2.11 2.57 -4.60  0.102
C 0.62 0.82 -5.48  -0.093
C 1.19 1.97 -4.86  -0.079
H 2.25 2.19 -4.76  0.097
H 0.22 3.77 -3.92  0.089
H -1.52 0.23 -5.83  0.082
H 1.18 -0.01 -5.93  0.091
F -0.50 0.75 2.48  -0.006
B -0.22 0.18 3.80  -1.166
F 0.30 1.17 4.66  0.081
F -1.43 -0.32 4.32  0.065
F 0.75 -0.85 3.57  0.056

The energy above the lowest of the compared OMol25 structures with the same formula, charge and spin is 4.8 kcal per mole. The HOMO energy (spin up / spin down) is -5.45 / -6.11 eV. The expectation value of S² is 6.038. As for the spin multiplicity: 5. The gap between HOMO and LUMO (spin up / spin down) is 0.3059 / 0.2298 Ha. Its total charge is -1. For the molar mass, the calculation gives 311.38 g mol⁻¹.

This record from the Open Molecules 2025 dataset describes a structure of composition C44H37AsIrN3PS3. The level of theory is ωB97M-V with the def2-TZVPD basis set.

Last column: Löwdin charge in e.
CARTESIAN COORDINATES (ANGSTROEM)
Ir -1.07 0.40 0.73  0.552
C 0.97 -0.10 5.92  -0.425
S 0.37 1.49 5.33  0.889
C -0.32 1.08 3.78  -1.081
S -0.35 -0.50 3.17  0.651
N -0.82 2.16 3.19  -0.070
N -1.23 2.06 1.96  -0.285
C -1.86 3.21 1.47  -0.047
C -2.29 3.24 0.15  -0.293
C -2.95 4.37 -0.40  -0.003
C -3.37 4.33 -1.70  -0.056
C -3.15 3.18 -2.46  -0.039
C -2.49 2.12 -1.87  -0.145
N -2.05 2.12 -0.62  -0.004
H 1.38 0.10 6.91  0.038
H 1.75 -0.49 5.27  0.022
H 0.15 -0.81 6.00  0.027
H -2.00 4.03 2.15  0.131
H -3.11 5.24 0.22  0.121
H -3.88 5.18 -2.13  0.114
H -3.47 3.11 -3.48  0.107
H -2.29 1.21 -2.43  0.084
S -3.18 -0.23 1.46  0.733
C -3.27 -1.97 1.41  -0.650
C -4.33 -2.60 2.09  -0.093
C -4.45 -3.97 2.05  -0.055
C -3.55 -4.73 1.31  -0.046
C -2.51 -4.12 0.63  -0.083
C -2.36 -2.74 0.69  -0.388
As -0.98 -1.79 -0.29  1.181
C -1.60 -2.15 -2.08  -0.360
C -2.74 -1.45 -2.48  -0.129
C -3.31 -1.68 -3.72  -0.067
C -2.74 -2.62 -4.57  -0.070
C -1.61 -3.32 -4.18  -0.067
C -1.04 -3.10 -2.93  -0.092
C 0.59 -2.88 -0.01  -0.372
C 1.64 -2.87 -0.92  -0.115
C 2.82 -3.54 -0.63  -0.060
C 2.95 -4.23 0.57  -0.067
C 1.90 -4.24 1.48  -0.067
C 0.72 -3.56 1.19  -0.122
H -5.03 -1.99 2.65  0.108
H -5.26 -4.45 2.58  0.115
H -3.66 -5.81 1.26  0.114
H -1.81 -4.72 0.05  0.116
H -3.19 -0.73 -1.80  0.085
H -4.19 -1.14 -4.02  0.110
H -3.18 -2.81 -5.54  0.109
H -1.17 -4.06 -4.84  0.110
H -0.17 -3.66 -2.63  0.096
H 1.57 -2.31 -1.85  0.089
H 3.64 -3.53 -1.34  0.111
H 3.86 -4.76 0.80  0.110
H 2.00 -4.77 2.42  0.112
H -0.08 -3.56 1.92  0.099
C 2.60 -0.28 -3.99  -0.066
C 1.24 -0.13 -3.76  -0.069
C 0.79 0.29 -2.52  -0.144
C 1.69 0.58 -1.50  -0.364
C 3.06 0.44 -1.74  -0.061
C 3.51 0.00 -2.97  -0.061
P 1.07 1.22 0.09  0.965
C 2.44 0.93 1.24  -0.360
C 2.59 -0.35 1.76  -0.132
C 3.64 -0.66 2.60  -0.066
C 4.57 0.33 2.93  -0.064
C 4.44 1.60 2.41  -0.060
C 3.38 1.91 1.56  -0.082
C 1.04 3.02 -0.16  -0.343
C 1.09 3.88 0.93  -0.129
C 0.96 5.25 0.76  -0.063
C 0.77 5.78 -0.51  -0.068
C 0.72 4.93 -1.60  -0.065
C 0.86 3.56 -1.44  -0.074
H 2.96 -0.62 -4.95  0.110
H 0.53 -0.35 -4.55  0.111
H -0.27 0.41 -2.34  0.060
H 3.77 0.65 -0.95  0.109
H 4.57 -0.11 -3.15  0.111
H 1.87 -1.12 1.51  0.050
H 3.74 -1.66 3.00  0.109
H 5.39 0.10 3.60  0.109
H 5.16 2.37 2.66  0.110
H 3.31 2.90 1.14  0.102
H 1.22 3.49 1.93  0.103
H 1.02 5.91 1.62  0.113
H 0.67 6.85 -0.64  0.109
H 0.58 5.33 -2.60  0.110
H 0.83 2.92 -2.30  0.100

The energy above the lowest of the compared OMol25 structures with the same formula, charge and spin is 1.4 kcal per mole. The HOMO energy (spin up / spin down) is -8.53 / -10.48 eV. The expectation value of S² is 6.061. As for the spin multiplicity: 5. The gap between HOMO and LUMO (spin up / spin down) is 0.2385 / 0.2083 Ha. Its total charge is +1. For the molar mass, the calculation gives 1002.12 g mol⁻¹.

- The highest total charge belongs to which entry?
  C53H46N6OP2PdS2Se